1.
The following is a DFT calculation (the ωB97M-V functional and the def2-TZVPD basis) of a structure of composition C47H42I2N7O6W.

Cartesian coordinates (Å):
H: -4.866 4.051 -5.715
H: -5.205 0.064 -3.281
H: 0.851 2.399 2.484
C: -1.954 4.864 -1.372
C: 1.022 -0.864 -3.929
H: 4.157 4.397 2.551
H: -0.820 3.107 -4.670
C: 0.004 -3.293 -2.966
H: 6.984 1.189 2.150
H: -1.294 -4.930 1.146
H: -3.559 -0.973 0.585
C: -4.439 -2.385 5.896
H: 3.211 -0.587 3.476
H: -1.635 -3.266 0.628
H: -3.689 -0.012 -2.368
O: 0.768 -1.712 0.599
C: 0.642 -3.246 -4.196
H: -1.293 5.801 1.074
H: -1.159 -0.588 4.129
N: 2.522 0.159 1.744
C: 1.530 0.428 -4.513
H: 0.868 0.777 -5.308
C: -3.665 1.356 -4.032
N: 2.768 -0.941 -0.882
C: 1.629 -2.611 4.021
C: 2.468 -2.198 5.204
C: -1.879 2.877 -4.663
C: -2.795 3.730 -5.255
C: -4.120 0.086 -3.366
C: 4.210 -1.666 -2.409
H: 6.513 3.579 2.571
H: 2.514 0.285 -4.964
H: -1.693 2.785 -2.233
H: -0.400 -4.226 -2.594
C: 3.405 2.431 2.151
N: -1.366 0.836 -3.439
C: 0.813 -2.324 1.770
C: -0.123 -2.136 -2.216
C: 1.133 -2.040 -4.668
C: -2.283 -0.724 2.276
O: 2.195 -0.870 5.635
H: 1.601 1.220 -3.767
H: 3.530 -2.212 4.953
H: 2.323 -2.918 6.013
H: -0.008 4.656 2.854
C: -4.497 -1.702 2.379
C: -2.083 -0.894 3.659
C: -4.566 2.219 -4.650
H: -2.458 4.643 -5.727
C: 1.630 -1.883 2.809
H: -5.019 -1.802 6.610
C: -3.105 -1.472 4.351
I: 2.659 2.257 -1.018
H: -3.815 -0.793 -3.939
H: -0.624 -2.147 -1.258
C: -0.911 4.800 0.913
C: 3.184 -2.158 -0.526
C: -4.284 -1.868 3.727
C: -1.163 4.167 -0.294
H: 4.806 -1.604 -3.304
N: 0.236 0.249 -1.860
H: -5.619 1.965 -4.649
C: -0.670 1.116 -2.310
C: 5.701 2.887 2.391
H: 1.323 -0.849 6.042
I: 5.050 -4.479 -1.403
H: 3.306 0.256 -2.423
H: 5.132 -0.398 1.729
C: 5.963 1.544 2.159
W: 0.966 0.266 0.151
C: 0.301 2.887 1.690
O: -5.123 -2.409 4.636
C: -0.188 4.162 1.909
H: -1.270 -0.101 -3.801
N: 0.031 -4.143 3.103
H: -0.262 -4.128 -0.064
O: -0.094 0.176 2.017
C: -4.142 3.395 -5.249
H: -2.231 5.864 -1.047
H: -1.378 4.963 -2.295
C: -0.655 2.876 -0.480
C: 0.401 -0.934 -2.678
C: -0.843 -3.987 0.848
O: -1.192 -0.112 0.212
C: 0.808 -3.709 4.110
C: 4.097 -2.655 -1.454
C: 0.029 -3.488 1.961
C: 3.608 1.094 1.933
H: 2.833 -2.642 0.367
H: 0.747 -4.143 -4.792
C: 4.926 0.648 1.934
C: 0.100 2.220 0.481
C: 4.383 3.352 2.386
H: 1.615 -1.999 -5.638
H: 0.762 -4.285 5.027
C: 2.487 -0.733 2.682
N: 3.398 -0.677 -2.033
O: -3.172 -1.758 5.681
N: -0.976 2.283 -1.731
C: -1.190 -0.190 1.477
C: -2.316 1.707 -4.053
C: -3.460 -1.119 1.652
H: -5.420 -2.017 1.915
H: -2.884 4.337 -1.612
H: -4.288 -3.407 6.243

For the energy above the lowest of the compared OMol25 structures with the same formula, charge and spin, the calculation gives 0.000 eV. As for the total charge: +1. Its multiplicity is 3. The calculation puts the orbital gap (alpha / beta) at 7.1 / 6.9 eV.

Löwdin population analysis, charges in e, atoms 1 to 5:
1 H 0.111
2 H 0.082
3 H 0.086
4 C -0.033
5 C -0.245

2.
The following is a DFT calculation (the ωB97M-V functional and the def2-TZVPD basis) of a structure of composition C3H4N2O2 in a non-equilibrium geometry.

Cartesian coordinates (Å):
C: -0.697 -1.121 0.093
N: -0.148 1.271 0.006
N: 0.225 -0.122 -0.043
C: 1.637 -0.502 0.157
H: 1.735 -1.596 0.925
H: -2.065 0.617 -0.225
C: -1.491 1.486 0.155
H: -0.246 -2.083 0.733
H: -1.630 2.541 0.396
O: -1.950 -1.104 -0.258
O: 2.571 0.267 -0.241

For the energy above the lowest of the compared OMol25 structures with the same formula, charge and spin, the calculation gives 5.526 eV. As for the total charge: 0. The calculation puts the orbital gap at 10.3 eV.

Löwdin population analysis, charges in e, atoms 1 to 5:
1 C -0.245
2 N 0.060
3 N -0.122
4 C -0.188
5 H 0.202

3.
The following is a DFT calculation (the ωB97M-V functional and the def2-TZVPD basis) of a structure of composition C2HFO3S in a non-equilibrium geometry.

Cartesian coordinates (Å):
O: -1.503 -0.657 0.710
S: -1.866 0.656 0.241
O: 0.264 1.318 0.468
O: -2.146 0.774 -1.178
C: 0.893 -0.809 -0.248
C: 0.988 0.382 0.251
H: 2.010 0.326 -0.051
F: 1.359 -1.989 -0.193

For the energy above the lowest of the compared OMol25 structures with the same formula, charge and spin, the calculation gives 4.082 eV. As for the total charge: 0. The calculation puts the orbital gap at 9.1 eV.

Löwdin population analysis, charges in e, atoms 1 to 5:
1 O -0.422
2 S 0.899
3 O -0.075
4 O -0.411
5 C 0.035

4.
The following is a DFT calculation (the ωB97M-V functional and the def2-TZVPD basis) of a cluster of 2 separate species, C25H35F2O2Si2 in total in a non-equilibrium geometry.

Cartesian coordinates (Å):
H: -0.700 2.941 2.798
H: 3.537 -0.239 0.911
H: 2.378 2.729 -0.980
H: 4.525 -1.271 -3.486
C: 3.638 0.740 1.398
C: 3.881 -3.150 -2.644
F: 5.061 -3.772 -2.960
C: -0.034 0.770 -3.086
C: -4.207 2.111 0.920
H: 4.466 1.272 0.908
C: 0.206 -0.409 1.394
H: 0.905 -3.817 -1.229
O: 0.782 0.780 1.800
H: 3.920 0.579 2.447
C: 0.151 -2.911 1.542
H: 0.471 -3.740 2.188
H: -0.360 2.396 -4.456
O: -1.707 0.837 0.779
H: 2.946 3.916 1.978
H: 1.008 1.027 -2.936
H: 1.425 1.229 -1.043
H: -3.994 2.729 0.037
C: 1.600 2.147 -0.470
H: -0.469 -2.178 -1.346
H: -3.326 -0.321 3.128
H: -4.694 1.189 0.571
C: 2.872 -3.901 -2.055
C: -2.913 0.667 3.376
H: 2.437 2.989 3.396
H: -3.848 0.077 -3.429
H: 0.667 2.727 -0.492
H: 2.986 -4.972 -1.893
C: -0.817 1.592 -3.885
C: -2.177 1.348 -3.957
H: -2.464 -1.357 -1.987
H: 1.887 -1.663 1.901
C: 2.163 3.246 2.364
C: 3.736 -1.806 -2.965
C: -2.794 0.280 -3.306
C: -1.376 -2.818 1.556
C: 0.165 -1.379 -1.727
H: -1.796 -3.740 1.119
C: -1.988 -0.538 -2.521
C: 1.705 -3.246 -1.710
C: -1.661 3.231 2.354
H: -1.822 -1.846 -0.283
H: -2.213 3.816 3.106
C: 1.482 -1.867 -2.021
H: -3.606 1.164 4.072
Si: -2.654 1.733 1.873
H: -2.963 -1.436 1.005
H: -1.957 0.522 3.902
H: -4.928 2.654 1.549
H: 0.585 -1.554 3.117
H: -1.462 3.885 1.496
C: -1.895 -1.605 0.781
H: 1.227 3.816 2.389
H: 2.437 -0.110 -2.870
H: 0.502 -3.124 0.526
C: -1.092 -0.365 0.957
Si: 2.076 1.736 1.274
F: -2.950 2.170 -4.730
C: 0.792 -1.627 2.031
C: 2.548 -1.166 -2.644
C: -0.575 -0.366 -2.430
H: -1.727 -2.751 2.595

For the energy above the lowest of the compared OMol25 structures with the same formula, charge and spin, the calculation gives 1.110 eV. As for the total charge: +1. The calculation puts the orbital gap at 5.1 eV.

Löwdin population analysis, charges in e, atoms 1 to 5:
1 H 0.016
2 H 0.022
3 H 0.050
4 H 0.136
5 C -0.154

Question: Which value of total charge does entry 4 give?
Answer: +1

Question: The lowest energy above the lowest of the compared OMol25 structures with the same formula, charge and spin belongs to which entry?
Answer: C47H42I2N7O6W

Question: The highest energy above the lowest of the compared OMol25 structures with the same formula, charge and spin belongs to which entry?
Answer: C3H4N2O2

Question: What is the energy above the lowest of the compared OMol25 structures with the same formula, charge and spin in the first record?
Answer: 0.000 eV